(1)
This record from the Open Molecules 2025 dataset describes a single C4H2N2OS molecule. The level of theory is ωB97M-V with the def2-TZVPD basis set.

Output
HOMO level   -9.513 eV
Frontier orbital gap   6.9 eV
ΔE to the lowest compared entry with this formula, charge and spin   6.2 kcal per mole
SMILES string   O=C1C=NC(=S)N=C1

Each line ends with the Mulliken charge.
Positions of all 10 atoms, in Å:
O: -2.11 -1.03 -0.65  -0.504
C: -1.07 -0.52 -0.33  0.597
C: -0.27 0.35 -1.25  -0.024
N: 0.84 0.89 -0.90  -0.407
C: 1.33 0.65 0.40  0.109
S: 2.74 1.33 0.84  -0.178
N: 0.65 -0.16 1.35  -0.404
C: -0.46 -0.69 1.02  -0.012
H: -0.66 0.51 -2.25  0.419
H: -0.99 -1.33 1.75  0.403


(2)
This record from the Open Molecules 2025 dataset describes 2 unconnected molecules or ions with the total composition C2H8NS at a distorted geometry. The level of theory is ωB97M-V with the def2-TZVPD basis set.

Output
HOMO level   -2.735 eV
Frontier orbital gap   7.0 eV
ΔE to the lowest compared entry with this formula, charge and spin   19.7 kcal per mole
Charge   -1

Each line ends with the Mulliken charge.
Positions of all 12 atoms, in Å:
S: -0.23 -1.78 2.13  -0.824
H: -0.13 -2.93 1.52  -0.068
C: 0.05 -0.47 -1.12  -0.868
N: 0.72 0.28 -0.09  -0.406
C: -0.01 1.57 0.13  -0.765
H: 0.37 -0.16 -2.12  0.292
H: -1.02 -0.56 -0.90  0.377
H: 0.31 -1.54 -1.08  0.301
H: 0.62 -0.10 0.87  0.175
H: -0.37 1.69 1.16  0.290
H: 0.63 2.43 -0.09  0.228
H: -0.96 1.55 -0.41  0.268


Electronic energy (computed, Eh): -736.49935, -533.93969